# 1
DFT (ωB97M-V with the def2-TZVPD basis set) results for a single C5H11N3 molecule at a distorted geometry.

## Properties
- energy above the lowest of the compared OMol25 structures with the same formula, charge and spin (kJ/mol) = 232.6
- total energy (Ha) = -361.30079
- SMILES = C=N/N=C/C(C)(C)N
- LUMO (eV) = 0.564

```
19
Properties=species:S:1:pos:R:3:forces:R:3:lowdin_charge:R:1
C -0.700 3.731 0.217 0.25 -2.80 1.60 -0.019
N -0.346 2.603 0.746 0.03 1.51 0.05 -0.083
N -0.259 1.536 -0.180 -0.35 -0.97 0.58 -0.005
C -0.333 0.398 0.425 0.96 1.62 1.23 -0.115
C 0.130 -0.889 -0.207 0.46 -2.33 -0.48 -0.559
C -0.795 -2.120 0.161 -0.42 2.11 -0.88 -0.043
C 1.525 -1.280 0.411 0.17 2.01 -1.56 -0.049
N 0.291 -0.830 -1.720 -0.11 0.59 2.12 0.056
H -0.773 4.610 0.852 0.05 -0.14 -0.30 0.067
H -1.055 3.581 -0.760 -0.33 1.03 -1.64 0.044
H -0.457 0.481 1.564 0.03 -0.61 -1.53 0.143
H -1.702 -1.977 -0.412 -0.38 -0.28 -0.31 0.070
H -0.364 -3.062 -0.082 0.53 -0.54 -0.34 0.067
H -1.130 -2.132 1.179 0.18 0.16 0.81 0.068
H 1.434 -1.344 1.454 -0.08 0.08 1.61 0.054
H 2.325 -0.523 0.162 -0.84 -0.66 0.25 0.100
H 1.860 -2.239 0.072 -0.05 -0.50 -0.53 0.069
H 0.961 -0.052 -1.817 -0.51 -0.33 -0.50 0.066
H -0.612 -0.492 -2.064 0.41 0.04 -0.18 0.068
```
Forces are in eV/Å.

# 2
DFT (ωB97M-V with the def2-TZVPD basis set) results for a gas-phase ion, C5H11N3 (charge +2) at a distorted geometry.

## Properties
- energy above the lowest of the compared OMol25 structures with the same formula, charge and spin (kJ/mol) = 444.2
- charge = +2
- total energy (Ha) = -360.63358
- SMILES = C=[NH+]CN1CCC=[NH+]1
- LUMO (eV) = -8.894

```
19
Properties=species:S:1:pos:R:3:forces:R:3:lowdin_charge:R:1
C 3.124 -0.312 -0.243 0.19 1.96 -0.24 0.228
N 2.028 0.360 -0.448 1.75 -1.29 -2.76 0.038
C 0.999 0.691 0.530 -0.12 3.27 0.47 -0.119
N -0.322 0.298 0.218 2.56 0.75 -0.21 -0.122
C -0.893 -0.999 0.614 -1.53 1.12 -1.87 -0.053
C -2.038 -1.043 -0.471 -0.37 1.57 4.41 -0.005
C -2.387 0.475 -0.344 -0.57 -1.48 -0.75 0.092
N -1.346 1.191 -0.101 -1.03 -3.64 0.09 0.178
H 3.928 -0.140 -1.059 -1.28 -1.21 1.44 0.179
H 3.287 -0.745 0.766 0.19 0.13 -0.85 0.146
H 1.950 0.642 -1.464 -0.36 0.26 1.52 0.207
H 1.367 0.263 1.437 -0.07 -0.39 0.88 0.137
H 1.124 1.865 0.663 -0.56 -2.29 -0.22 0.210
H -1.360 -0.868 1.564 -0.38 -0.05 1.00 0.132
H -0.169 -1.782 0.691 0.48 -0.41 -0.51 0.139
H -2.854 -1.677 -0.123 -0.04 0.06 -0.42 0.140
H -1.739 -1.224 -1.448 0.62 -0.46 -1.97 0.112
H -3.386 0.850 -0.457 -0.13 0.65 -0.41 0.164
H -1.311 2.156 -0.324 0.66 1.46 0.41 0.197
```
Forces are in eV/Å.

# 3
DFT (ωB97M-V with the def2-TZVPD basis set) results for a gas-phase ion, C5H11N3 (charge +2) at a distorted geometry.

## Properties
- energy above the lowest of the compared OMol25 structures with the same formula, charge and spin (kJ/mol) = 530.0
- charge = +2
- total energy (Ha) = -360.60086
- SMILES = C1=C[N@H+]2CNC[N@H+]2C1
- LUMO (eV) = -8.031

```
19
Properties=species:S:1:pos:R:3:forces:R:3:lowdin_charge:R:1
C -1.906 0.150 0.552 3.85 -0.61 -1.91 0.066
C -1.172 1.170 0.131 -1.60 0.43 -0.31 -0.014
N -0.100 0.777 -0.764 0.94 -0.43 -1.06 0.021
C 1.234 1.212 -0.006 0.45 0.08 0.50 -0.050
N 1.466 0.077 0.828 1.13 0.69 -4.36 0.040
C 1.340 -1.047 -0.065 0.43 -0.76 2.95 -0.001
N -0.130 -0.763 -0.800 0.32 1.28 0.57 0.099
C -1.322 -1.192 0.128 0.35 0.44 -0.08 0.008
H -2.605 0.113 1.275 -2.63 0.43 2.20 0.109
H -1.195 2.255 0.313 -0.42 -0.69 -0.04 0.170
H -0.008 1.230 -1.726 -0.94 -0.89 1.02 0.245
H 0.932 2.103 0.565 0.40 -0.28 -0.27 0.154
H 2.006 1.478 -0.762 -0.47 -0.57 0.44 0.169
H 1.050 0.222 1.702 -0.72 -1.01 1.61 0.136
H 2.153 -1.163 -0.809 -0.79 0.65 -0.01 0.162
H 1.373 -1.966 0.590 -0.79 0.56 -1.20 0.171
H -0.266 -1.070 -1.773 0.34 0.01 0.09 0.210
H -0.752 -1.705 0.917 -0.90 0.14 0.15 0.134
H -2.096 -1.882 -0.294 1.05 0.54 -0.32 0.172
```
Forces are in eV/Å.

# 4
DFT (ωB97M-V with the def2-TZVPD basis set) results for a gas-phase ion, C5H11N3 (charge +2) at a distorted geometry.

## Properties
- energy above the lowest of the compared OMol25 structures with the same formula, charge and spin (kJ/mol) = 595.0
- charge = +2
- total energy (Ha) = -360.57611
- SMILES = CC/N=C/C=[N+]=C[NH3+]
- LUMO (eV) = -10.655

```
19
Properties=species:S:1:pos:R:3:forces:R:3:lowdin_charge:R:1
C 2.644 -0.277 -0.241 -2.37 -4.35 -3.37 -0.074
C 1.491 0.196 0.531 -1.13 2.20 1.12 -0.238
N 0.231 -0.450 0.206 -0.65 -0.18 1.55 0.071
C -0.092 -1.642 0.288 -1.22 0.72 -0.84 0.004
C -1.562 -1.925 -0.123 2.58 0.39 0.17 0.106
N -2.179 -0.874 -0.341 -1.38 0.13 -1.02 0.108
C -1.762 0.346 -0.466 0.89 -0.58 -1.79 -0.032
N -2.751 1.271 0.122 -2.01 -2.94 0.93 0.259
H 2.782 -1.438 -0.224 0.43 2.16 0.98 0.136
H 2.429 -0.224 -1.336 0.27 0.72 0.61 0.105
H 3.381 0.360 0.016 3.26 1.30 0.63 0.055
H 1.251 1.313 0.320 0.91 -1.72 0.65 0.154
H 1.715 0.041 1.639 -0.76 0.33 -1.19 0.172
H 0.465 -2.528 0.391 1.18 -0.85 0.57 0.149
H -1.762 -2.937 -0.364 -1.15 -0.79 -0.15 0.155
H -1.149 0.693 -1.378 -1.26 -0.43 1.44 0.216
H -2.360 1.736 0.924 0.15 1.16 0.50 0.174
H -3.571 0.569 0.538 2.15 2.39 -1.23 0.282
H -3.164 1.869 -0.609 0.09 0.35 0.45 0.198
```
Forces are in eV/Å.

# 5
DFT (ωB97M-V with the def2-TZVPD basis set) results for a molecular structure, C5H11N3O at a distorted geometry.

## Properties
- energy above the lowest of the compared OMol25 structures with the same formula, charge and spin (kJ/mol) = 532.8
- total energy (Ha) = -436.44410
- LUMO (eV) = 0.573

```
20
Properties=species:S:1:pos:R:3:forces:R:3:lowdin_charge:R:1
C -2.290 0.037 -0.207 0.08 -0.04 -0.10 -0.035
N 0.302 2.282 0.416 -1.65 0.16 -0.84 -0.001
N -0.897 1.838 0.260 1.55 1.37 1.47 -0.018
N -1.014 0.706 -0.360 0.62 -1.19 -0.19 -0.203
H 0.268 3.142 0.958 -0.50 0.08 -0.13 0.069
H 1.293 1.180 0.796 0.90 -3.90 -0.61 0.130
H -2.156 -0.895 0.349 0.01 0.08 0.04 0.090
H -2.685 -0.207 -1.193 -0.12 0.03 -0.01 0.088
H -2.953 0.699 0.346 0.02 -0.05 -0.12 0.087
C 1.596 -0.126 0.787 0.38 3.05 1.84 -0.378
C 0.050 0.068 -1.060 -1.79 0.34 -2.33 -0.206
C 1.034 -0.897 1.711 -0.11 -0.32 -0.27 -0.032
C -0.115 -1.088 -1.742 0.48 0.67 1.07 0.024
O 2.667 -0.467 0.023 -0.09 -0.10 -0.29 -0.024
H 2.838 -1.415 0.106 -0.01 0.07 0.06 0.100
H 0.756 0.814 -1.408 0.32 -0.25 0.35 0.118
H 0.216 -0.522 2.304 -0.07 0.13 0.12 0.039
H 1.292 -1.941 1.841 0.07 -0.17 0.04 0.047
H -0.830 -1.843 -1.456 -0.25 0.06 -0.11 0.052
H 0.628 -1.364 -2.470 0.15 -0.04 0.01 0.055
```
Forces are in eV/Å.

# 6
DFT (ωB97M-V with the def2-TZVPD basis set) results for a molecular structure, C5H11N3O at a distorted geometry.

## Properties
- energy above the lowest of the compared OMol25 structures with the same formula, charge and spin (kJ/mol) = 531.4
- total energy (Ha) = -436.44462
- LUMO (eV) = 0.529

```
20
Properties=species:S:1:pos:R:3:forces:R:3:lowdin_charge:R:1
C -1.346 0.285 0.195 -0.10 -0.37 0.45 0.012
C -0.250 -2.265 -0.132 0.02 0.02 0.06 -0.022
N -0.494 -0.151 1.123 -0.02 0.40 -0.06 -0.222
C 0.161 -1.401 1.027 0.20 -0.17 0.12 -0.420
C 0.043 1.327 -1.365 -0.61 -0.41 0.13 -0.326
N -0.084 0.730 2.170 -0.10 -0.08 -0.14 0.087
C -0.230 2.289 -2.234 0.11 -0.03 0.04 -0.004
O 1.260 0.965 -0.879 0.06 0.01 -0.05 -0.018
N 1.020 -1.676 1.924 -0.21 0.09 -0.15 0.136
H 1.965 1.493 -1.284 -0.14 -0.04 0.03 0.109
H 0.320 0.141 2.895 0.00 0.00 -0.08 0.063
H 0.685 1.281 1.789 -0.01 -0.08 0.01 0.084
H 1.421 -2.598 1.789 -0.07 0.03 -0.08 0.054
H -1.797 1.234 0.476 0.12 0.07 0.06 0.075
H -0.919 0.386 -0.991 0.72 0.55 -0.47 0.052
H -1.334 -2.351 -0.192 0.04 0.03 0.01 0.082
H 0.095 -1.823 -1.068 -0.02 0.01 0.02 0.083
H 0.192 -3.255 -0.028 0.01 0.05 0.03 0.078
H -1.252 2.490 -2.520 -0.01 -0.06 0.00 0.047
H 0.545 2.900 -2.694 0.00 0.00 0.07 0.051
```
Forces are in eV/Å.

no.,gap between HOMO and LUMO (eV)
1,10.07
2,9.28
3,11.76
4,7.89
5,8.70
6,8.57